Entry 1:
DFT (ωB97M-V/def2-TZVPD) results for a 8-piece molecular cluster, C25H70ClN6O11 overall at a distorted geometry.

2S+1: 1
Charge: -1
LUMO (eV): 2.614
Energy above the lowest of the compared OMol25 structures with the same formula, charge and spin (kcal per mole): 24.44
Frontier orbital gap (eV): 8.7

Each atom is followed by the atoms it is bonded to, with distances in Å.
CARTESIAN COORDINATES (ANGSTROEM)
1 Cl 0.488 1.581 -1.469  O2 1.464, O3 1.465, O4 1.439, O5 1.452
2 O 0.261 0.490 -0.519  Cl1 1.464
3 O -0.309 2.717 -0.999  Cl1 1.465
4 O 1.852 2.039 -1.494  Cl1 1.439
5 O 0.034 1.096 -2.760  Cl1 1.452
6 C -0.109 5.892 4.407  C7 1.583, H12 1.077, H13 1.102, H14 1.077
7 C -0.283 4.797 5.537  C6 1.583, C8 1.576, N11 1.496, H15 1.073
8 C -0.044 3.384 4.878  C7 1.576, O9 1.431, H16 1.100, H17 1.089
9 O 1.283 3.391 4.344  C8 1.431, C10 1.446
10 C 1.496 2.216 3.528  O9 1.446, H18 1.080, H19 1.084, H20 1.089
11 N 0.626 5.032 6.702  C7 1.496, H21 1.001, H22 1.024
12 H 0.895 5.805 4.026  C6 1.077
13 H -0.367 6.833 4.920  C6 1.102
14 H -0.819 5.729 3.613  C6 1.077
15 H -1.290 4.838 5.905  C7 1.073
16 H -0.800 3.302 4.083  C8 1.100
17 H -0.157 2.540 5.557  C8 1.089
18 H 2.432 2.393 3.020  C10 1.080
19 H 0.830 2.111 2.679  C10 1.084
20 H 1.531 1.312 4.134  C10 1.089
21 H 1.567 4.768 6.482  N11 1.001
22 H 0.542 6.006 7.008  N11 1.024
23 C -3.403 1.973 -0.978  C24 1.555, H29 1.107, H30 1.043, H31 1.107
24 C -3.616 0.433 -0.978  C23 1.555, C25 1.518, N28 1.481, H32 1.139
25 C -5.062 -0.009 -0.850  C24 1.518, O26 1.425, H33 1.119, H34 1.107
26 O -5.300 -1.351 -0.435  C25 1.425, C27 1.378
27 C -4.883 -2.376 -1.255  O26 1.378, H35 1.124, H36 1.127, H37 1.083
28 N -2.955 -0.111 -2.187  C24 1.481, H38 1.008, H39 1.017
29 H -3.917 2.535 -1.782  C23 1.107
30 H -2.386 2.201 -0.932  C23 1.043
31 H -3.818 2.410 -0.049  C23 1.107
32 H -3.000 0.149 -0.062  C24 1.139
33 H -5.656 0.297 -1.748  C25 1.119
34 H -5.522 0.564 -0.022  C25 1.107
35 H -3.880 -2.717 -0.879  C27 1.124
36 H -4.871 -2.144 -2.358  C27 1.127
37 H -5.537 -3.236 -1.177  C27 1.083
38 H -2.041 0.296 -2.312  N28 1.008
39 H -3.518 0.207 -2.971  N28 1.017
40 C -1.539 -0.820 3.504  C41 1.513, H46 1.089, H47 1.065, H48 1.115
41 C -2.430 -1.532 2.511  C40 1.513, C42 1.514, N45 1.473, H49 1.094
42 C -2.485 -3.027 2.746  C41 1.514, O43 1.411, H50 1.085, H51 1.113
43 O -3.293 -3.676 1.788  C42 1.411, C44 1.411
44 C -3.176 -5.081 1.854  O43 1.411, H52 1.077, H53 1.118, H54 1.120
45 N -3.783 -0.951 2.457  C41 1.473, H55 1.009, H56 1.027
46 H -1.236 0.150 3.112  C40 1.089
47 H -0.684 -1.444 3.618  C40 1.065
48 H -2.033 -0.732 4.499  C40 1.115
49 H -2.092 -1.298 1.498  C41 1.094
50 H -2.819 -3.270 3.749  C42 1.085
51 H -1.458 -3.444 2.649  C42 1.113
52 H -3.567 -5.556 0.970  C44 1.077
53 H -3.444 -5.580 2.818  C44 1.118
54 H -2.104 -5.294 1.612  C44 1.120
55 H -4.432 -1.415 3.076  N45 1.009
56 H -4.277 -1.047 1.561  N45 1.027
57 C 1.320 4.889 -3.304  C58 1.538, H63 1.115, H64 1.082, H65 1.114
58 C 0.222 4.509 -4.311  C57 1.538, C59 1.524, N62 1.448, H66 1.073
59 C 0.575 3.255 -5.102  C58 1.524, O60 1.528, H67 1.088, H68 1.102
60 O -0.574 2.913 -6.049  C59 1.528, C61 1.331
61 C -0.350 2.039 -7.027  O60 1.331, H69 1.097, H70 1.108, H71 1.055
62 N -1.079 4.255 -3.729  C58 1.448, H72 1.026, H73 1.033
63 H 1.650 4.019 -2.690  C57 1.115
64 H 0.922 5.614 -2.607  C57 1.082
65 H 2.316 5.183 -3.709  C57 1.114
66 H -0.033 5.296 -4.995  C58 1.073
67 H 0.643 2.371 -4.472  C59 1.088
68 H 1.485 3.339 -5.718  C59 1.102
69 H -0.083 1.042 -6.654  C61 1.097
70 H 0.391 2.279 -7.816  C61 1.108
71 H -1.253 1.974 -7.569  C61 1.055
72 H -1.858 4.129 -4.386  N62 1.026
73 H -0.980 3.445 -3.095  N62 1.033
74 C 5.139 -4.137 0.841  C75 1.552, H80 1.082, H81 1.090, H82 1.066
75 C 4.627 -3.081 -0.175  C74 1.552, C76 1.502, N79 1.453, H83 1.087
76 C 3.954 -1.861 0.385  C75 1.502, O77 1.419, H84 1.110, H85 1.097
77 O 2.945 -2.215 1.318  C76 1.419, C78 1.427
78 C 2.251 -1.114 1.904  O77 1.427, H86 1.136, H87 1.102, H88 1.096
79 N 5.667 -2.574 -1.054  C75 1.453, H89 1.011, H90 1.034
80 H 5.367 -5.060 0.324  C74 1.082
81 H 4.374 -4.335 1.590  C74 1.090
82 H 6.034 -3.865 1.353  C74 1.066
83 H 3.936 -3.569 -0.857  C75 1.087
84 H 3.573 -1.275 -0.477  C76 1.110
85 H 4.636 -1.128 0.832  C76 1.097
86 H 2.937 -0.259 2.200  C78 1.136
87 H 1.829 -1.499 2.846  C78 1.102
88 H 1.440 -0.795 1.239  C78 1.096
89 H 6.466 -2.224 -0.542  N79 1.011
90 H 5.980 -3.168 -1.841  N79 1.034
91 C -0.396 -5.580 -0.714  C92 1.544, H97 1.091, H98 1.070, H99 1.076
92 C -0.913 -4.131 -0.833  C91 1.544, C93 1.544, N96 1.477, H100 1.123
93 C 0.276 -3.146 -0.876  C92 1.544, O94 1.422, H101 1.087, H102 1.080
94 O 1.170 -3.553 -1.904  C93 1.422, C95 1.434
95 C 1.672 -2.537 -2.783  O94 1.434, H103 1.065, H104 1.070, H105 1.091
96 N -1.851 -4.019 -1.969  C92 1.477, H106 1.005, H107 1.037
97 H 0.370 -5.781 0.038  C91 1.091
98 H 0.073 -5.878 -1.629  C91 1.070
99 H -1.177 -6.309 -0.580  C91 1.076
100 H -1.517 -3.914 0.088  C92 1.123
101 H 0.795 -3.116 0.079  C93 1.087
102 H -0.111 -2.156 -1.068  C93 1.080
103 H 0.846 -1.906 -3.017  C95 1.065
104 H 1.998 -3.006 -3.688  C95 1.070
105 H 2.461 -1.889 -2.399  C95 1.091
106 H -2.083 -3.088 -2.271  N96 1.005
107 H -1.514 -4.554 -2.791  N96 1.037
108 C 5.322 2.194 0.586  O109 1.419, H110 1.108, H111 1.110, H112 1.071
109 O 3.968 1.868 0.858  C108 1.419, H113 0.969
110 H 5.567 3.003 -0.131  C108 1.108
111 H 5.848 2.501 1.514  C108 1.110
112 H 5.801 1.325 0.184  C108 1.071
113 H 3.478 1.903 0.022  O109 0.969

Here are the Löwdin charges for atoms 1 to 8, given in e: 0.671 -0.374 -0.371 -0.355 -0.366 -0.058 -0.381 -0.200


Entry 2:
DFT (ωB97M-V/def2-TZVPD) results for one molecule with the formula C17H20N2O6S at a distorted geometry.

2S+1: 1
LUMO (eV): -0.429
Energy above the lowest of the compared OMol25 structures with the same formula, charge and spin (kcal per mole): 64.51
SMILES: CCOc1cccc(SCc2noc(C(=O)NCCOC)c2C(=O)O)c1
Frontier orbital gap (eV): 8.1

Each atom is followed by the atoms it is bonded to, with distances in Å.
CARTESIAN COORDINATES (ANGSTROEM)
1 C -2.574 0.150 2.849  C2 1.526, H27 1.087, H28 1.087, H29 1.087
2 C -2.020 0.847 1.610  C1 1.526, O3 1.410, H30 1.099, H31 1.094
3 O -2.605 0.385 0.413  C2 1.410, C4 1.362
4 C -2.240 -0.821 -0.103  O3 1.362, C5 1.397, C26 1.390
5 C -2.950 -1.235 -1.233  C4 1.397, C6 1.379, H32 1.078
6 C -2.647 -2.427 -1.855  C5 1.379, C7 1.386, H33 1.079
7 C -1.620 -3.229 -1.382  C6 1.386, C8 1.380, H34 1.078
8 C -0.908 -2.808 -0.277  C7 1.380, S9 1.789, C26 1.388
9 S 0.493 -3.754 0.307  C8 1.789, C10 1.846
10 C 1.788 -2.977 -0.756  S9 1.846, C11 1.473, H35 1.087, H36 1.088
11 C 1.847 -1.536 -0.455  C10 1.473, N12 1.306, C22 1.439
12 N 2.529 -1.067 0.555  C11 1.306, O13 1.350
13 O 2.306 0.262 0.633  N12 1.350, C14 1.349
14 C 1.459 0.634 -0.350  O13 1.349, C15 1.477, C22 1.380
15 C 1.042 2.050 -0.401  C14 1.477, O16 1.227, N17 1.339
16 O 0.156 2.438 -1.156  C15 1.227
17 N 1.704 2.850 0.443  C15 1.339, C18 1.445, H37 1.009
18 C 1.392 4.255 0.570  N17 1.445, C19 1.541, H38 1.093, H39 1.091
19 C 0.278 4.539 1.597  C18 1.541, O20 1.404, H40 1.093, H41 1.099
20 O 0.697 4.504 2.936  C19 1.404, C21 1.407
21 C 0.821 3.225 3.507  O20 1.407, H42 1.096, H43 1.096, H44 1.089
22 C 1.121 -0.474 -1.099  C11 1.439, C14 1.380, C23 1.494
23 C 0.301 -0.620 -2.340  C22 1.494, O24 1.205, O25 1.315
24 O 0.353 -1.637 -2.986  C23 1.205
25 O -0.453 0.396 -2.699  C23 1.315, H45 0.997
26 C -1.214 -1.624 0.379  C4 1.390, C8 1.388, H46 1.080
27 H -2.136 0.584 3.745  C1 1.087
28 H -2.352 -0.914 2.828  C1 1.087
29 H -3.653 0.275 2.886  C1 1.087
30 H -0.925 0.756 1.569  C2 1.099
31 H -2.275 1.911 1.637  C2 1.094
32 H -3.732 -0.592 -1.604  C5 1.078
33 H -3.205 -2.732 -2.727  C6 1.079
34 H -1.362 -4.154 -1.872  C7 1.078
35 H 2.712 -3.475 -0.476  C10 1.087
36 H 1.523 -3.152 -1.796  C10 1.088
37 H 2.404 2.446 1.047  N17 1.009
38 H 1.047 4.601 -0.408  C18 1.093
39 H 2.296 4.793 0.857  C18 1.091
40 H -0.078 5.560 1.436  C19 1.093
41 H -0.554 3.841 1.425  C19 1.099
42 H -0.058 2.606 3.293  C21 1.096
43 H 1.719 2.700 3.162  C21 1.096
44 H 0.899 3.379 4.582  C21 1.089
45 H -0.359 1.216 -2.140  O25 0.997
46 H -0.638 -1.360 1.253  C26 1.080

Here are the Löwdin charges for atoms 1 to 8, given in e: -0.050 -0.259 -0.041 -0.264 0.004 -0.061 -0.110 -0.538